(1)
This record from the OMol25 dataset describes C5H11N3O as an isolated structure in a non-equilibrium geometry. The level of theory is the ωB97M-V functional and the def2-TZVPD basis.

Properties
<S²>: 2.01
2S+1: 3
Electronic energy in Ha: -436.2897
Lowest unoccupied orbital energy (spin up / spin down) in eV: 0.929 / -1.702
Orbital gap (spin up / spin down) in eV: 6.658 / 6.499
ΔE to the lowest compared entry with this formula, charge and spin in kJ/mol: 196.7

```
20
Properties=species:S:1:pos:R:3:lowdin_charge:R:1
H -0.765 -1.336 1.468 0.121
H -1.642 1.885 0.353 0.135
H -2.043 1.606 -1.340 0.076
H -1.366 -1.937 -1.075 0.119
N 3.438 0.151 0.396 0.008
O -1.765 -1.053 -1.207 0.004
H -1.546 0.343 1.594 0.069
N 2.335 0.054 -0.439 -0.280
C -2.134 1.140 -0.403 -0.024
C 1.289 0.976 -0.337 -0.064
C -1.514 -0.571 1.060 -0.051
H 1.668 -1.693 -1.211 0.051
C -1.289 -0.090 -0.322 -0.689
C 0.143 0.260 -0.346 0.042
H -2.456 -1.070 1.133 0.087
H -3.089 0.915 -0.107 0.062
H 1.587 1.972 -0.408 0.085
N 1.530 -1.144 -0.335 0.027
H 4.308 -0.329 0.065 0.091
H 3.312 -0.081 1.461 0.131
```

***

(2)
This record from the OMol25 dataset describes C15H36F9N3O14S3V as an isolated structure in a non-equilibrium geometry. The level of theory is the ωB97M-V functional and the def2-TZVPD basis.

Properties
2S+1: 1
Total charge: +1
Electronic energy in Ha: -4847.7596
Lowest unoccupied orbital energy in eV: -3.769
Orbital gap in eV: 7.283
ΔE to the lowest compared entry with this formula, charge and spin in kJ/mol: 0.0

```
81
Properties=species:S:1:pos:R:3:lowdin_charge:R:1
H -4.437 -1.827 -0.051 0.160
O 1.714 -5.167 -1.048 -0.262
O 2.035 -1.901 1.046 -0.313
H 0.514 3.828 -0.555 0.126
O 0.230 -3.302 -1.447 -0.419
O -5.884 -3.853 -0.574 -0.176
H -1.366 3.832 -3.820 0.168
H 2.015 3.013 -3.116 0.103
S 0.616 -4.665 -1.855 0.551
H -3.764 -4.243 2.796 0.095
F 4.142 0.778 -2.454 0.104
C -5.041 -4.510 0.340 -0.171
O 0.412 0.195 -0.280 -0.354
F 5.033 -0.343 -4.045 0.139
H 0.576 6.415 2.110 0.070
C 0.575 1.339 3.034 -0.027
H -6.181 -3.691 -2.667 0.097
H 0.707 4.926 -1.937 0.144
H 1.757 3.632 4.174 0.145
C 3.439 -1.898 3.324 -0.656
H -3.103 -3.428 0.008 0.136
C 1.223 6.137 2.942 -0.081
C 1.336 2.286 -2.657 -0.030
N -4.252 -2.220 0.878 0.222
H -2.292 -3.466 2.218 0.082
H 3.217 2.434 2.776 0.169
H -5.180 -2.044 1.290 0.181
O 3.029 0.219 1.710 -0.171
H 0.110 4.028 3.479 0.133
H -4.665 -3.101 -2.066 0.083
C 4.468 -0.461 -2.847 -0.672
O 2.207 -1.216 -1.697 -0.419
H -2.532 -5.092 1.815 0.094
H 1.783 1.941 -1.729 0.079
O 4.441 -1.603 0.874 -0.217
H 0.125 4.469 -4.035 0.174
H -4.690 -5.468 -0.051 0.150
F 5.356 -0.985 -2.041 0.167
H -3.585 -1.580 1.314 0.172
F -1.851 -5.777 -2.104 0.136
C 0.004 2.991 -2.443 -0.299
H -5.649 -4.676 1.234 0.147
H -0.756 2.233 -2.268 0.157
O 3.408 -2.898 -3.010 -0.254
F 4.374 -1.147 3.911 0.137
H 0.700 0.520 2.354 0.052
C 1.143 3.742 3.275 -0.179
H 1.185 1.474 -3.368 0.092
C -5.419 -3.886 -1.916 -0.073
S 3.229 -1.224 1.554 0.660
O 1.772 4.857 2.611 -0.214
V 0.354 -1.406 -0.502 1.025
H 2.713 1.181 1.758 -0.223
O 2.195 -1.036 -4.130 -0.326
O 0.696 -4.916 -3.284 -0.268
H -2.370 5.972 -0.290 0.097
H -0.706 5.659 0.228 0.071
H 0.795 6.162 3.943 0.094
O -0.614 -1.937 0.676 -0.339
F 3.875 -3.140 3.340 0.182
N -0.372 3.601 -3.805 0.220
C -3.085 -4.166 1.941 -0.027
F -1.247 -5.176 -0.093 0.096
H -4.946 -4.837 -2.168 0.099
H 0.577 2.699 1.459 0.131
H -1.006 6.752 -1.122 0.097
C 1.178 2.562 2.355 -0.313
H -0.075 3.017 -4.596 0.177
H -0.460 1.428 3.356 0.096
C -1.350 5.835 -0.637 -0.067
F -0.386 -6.932 -1.009 0.154
H 2.850 2.806 1.214 0.157
S 2.908 -1.545 -2.948 0.542
C -0.838 -5.711 -1.251 -0.658
C 0.080 4.140 -1.504 -0.180
C -3.872 -3.668 0.748 -0.339
N 2.610 2.194 1.991 0.210
H 2.021 6.881 2.942 0.091
O -1.237 4.708 -1.505 -0.189
F 2.313 -1.820 4.008 0.154
H 1.177 1.075 3.906 0.100
```

***

(3)
This record from the OMol25 dataset describes one molecule with the formula C5H8O in a non-equilibrium geometry. The level of theory is the ωB97M-V functional and the def2-TZVPD basis.

Properties
2S+1: 1
Electronic energy in Ha: -270.4780
Lowest unoccupied orbital energy in eV: 0.681
Orbital gap in eV: 9.355
SMILES string: C=C/C=C/CO
ΔE to the lowest compared entry with this formula, charge and spin in kJ/mol: 209.7

```
14
Properties=species:S:1:pos:R:3:lowdin_charge:R:1
H 2.166 0.373 -1.606 0.115
H -0.142 0.874 1.105 0.111
C -2.734 0.211 0.873 0.006
O 2.993 -0.418 0.188 -0.074
H 3.080 -1.308 -0.145 0.070
C 0.605 -0.312 -0.478 -0.100
C -1.797 0.013 -0.074 -0.173
H 0.351 -1.192 -1.064 0.108
C 1.976 0.301 -0.521 -0.260
H -2.013 -0.373 -1.059 0.096
H 2.082 1.278 -0.051 0.117
H -3.681 -0.293 0.715 0.050
H -2.515 0.600 1.856 0.055
C -0.372 0.245 0.260 -0.121
```